Record 1
Formula: C15H34F6N6O15S6
Source: the OMol25 dataset
Level of theory: the ωB97M-V functional and the def2-TZVPD basis

## Properties
highest occupied orbital energy = -8.17 eV
gap between HOMO and LUMO = 2.649 eV
M = 844.9 g/mol
LUMO = -0.2030 Eh

Cartesian coordinates (Å):
1 C -1.9708 0.4307 1.6855
2 C -0.7448 0.0141 0.9432
3 O -0.2570 0.5946 -0.0048
4 N -0.3552 -1.4736 1.1693
5 H 0.6320 -1.5813 1.3539
6 H -0.7962 -1.8515 1.9956
7 C -0.8331 -2.3506 -0.0286
8 H -1.9620 0.4574 2.7752
9 H -2.8335 -0.1773 1.4129
10 H -2.1702 1.4584 1.3821
11 H -0.6018 -1.9858 -1.0294
12 H -1.8985 -2.4900 0.1551
13 H -0.2242 -3.2240 0.2049
14 C 0.6893 2.0499 4.4237
15 C -0.6189 2.8386 4.4763
16 O -1.1943 3.2525 3.4554
17 N -1.2358 3.0550 5.8778
18 H -0.5766 2.7769 6.5908
19 H -1.2595 4.0407 6.0967
20 C -2.5669 2.3135 6.0146
21 H 1.1687 2.0800 3.4452
22 H 0.4471 0.9903 4.5060
23 H 1.4387 2.1908 5.2026
24 H -3.1863 2.3563 5.1187
25 H -3.0974 2.6454 6.9070
26 H -2.4373 1.2408 6.1586
27 C 2.3712 3.7957 -5.9284
28 C 1.9996 2.8105 -4.7481
29 C 2.0817 3.6284 -3.3872
30 C 1.2044 3.2316 -2.1817
31 C -0.2601 3.0441 -2.6532
32 C -0.4645 2.0149 -3.7661
33 N 0.5137 2.3254 -4.9101
34 O 0.3724 1.5986 -6.0906
35 C -1.8593 2.2561 -4.3586
36 C -0.2555 0.6061 -3.1305
37 C 2.9588 1.6068 -4.6777
38 H 3.3950 4.1281 -5.7571
39 H 1.6991 4.6456 -6.0466
40 H 2.3471 3.3371 -6.9169
41 H 1.8154 4.6760 -3.5274
42 H 3.0345 3.6372 -2.8579
43 H 1.3592 3.9178 -1.3491
44 H 1.6136 2.3247 -1.7365
45 H -0.6434 3.9940 -3.0258
46 H -0.8608 2.8705 -1.7603
47 H -2.3839 1.4324 -4.8427
48 H -2.0904 3.2251 -4.8011
49 H -2.5052 2.5165 -3.5200
50 H -0.3263 -0.1422 -3.9199
51 H -0.9895 0.3449 -2.3682
52 H 0.7335 0.3618 -2.7427
53 H 2.9859 0.9936 -5.5784
54 H 2.7146 0.8988 -3.8858
55 H 3.9525 1.9087 -4.3467
56 N -1.6103 -2.1825 3.4900
57 S -3.0113 -2.3065 3.9260
58 O -3.7159 -1.1604 4.5959
59 O -3.4912 -3.6333 4.3825
60 F -3.7246 -2.3213 2.4968
61 S -0.8594 -2.4489 4.8893
62 O -0.7028 -3.8570 5.2056
63 O -1.2198 -1.5547 5.9612
64 F 0.6661 -2.0630 4.4874
65 N 2.2650 -1.6078 1.2119
66 S 3.1223 -1.5571 0.0114
67 O 4.4549 -2.1108 -0.0430
68 O 2.8813 -0.2878 -0.6953
69 F 2.3391 -2.6133 -0.9761
70 S 3.4522 -1.0092 2.2660
71 O 4.1672 0.2250 1.8408
72 O 4.2719 -2.0651 2.9269
73 F 2.4928 -0.4922 3.4012
74 N -0.5685 -7.3008 -1.7697
75 S -0.6764 -6.1992 -2.6612
76 O -0.1156 -4.8713 -2.3072
77 O -1.7494 -6.3441 -3.6184
78 F 0.5642 -6.6810 -3.5608
79 S -1.6181 -6.7539 -0.6364
80 O -3.0371 -6.7596 -0.8554
81 O -1.0971 -5.6764 0.2001
82 F -1.5478 -8.0084 0.3578

Record 2
Formula: C45H59BrIrN5O3P2
Source: the OMol25 dataset
Level of theory: the ωB97M-V functional and the def2-TZVPD basis

## Properties
highest occupied orbital energy (spin up / spin down) = -12.34 / -12.34 eV
gap between HOMO and LUMO (spin up / spin down) = 4.815 / 4.877 eV
total charge = +2
M = 1052.1 g/mol
energy above the lowest of the compared OMol25 structures with the same formula, charge and spin = 72.2 kJ/mol
LUMO (spin up / spin down) = -0.2765 / -0.2743 Eh

Cartesian coordinates (Å):
1 Ir 0.0942 -0.4625 -0.2157
2 C 4.3118 -2.5495 1.1881
3 C 2.8277 -2.4602 0.8254
4 C 1.9965 -3.4229 1.6722
5 P 2.1380 -0.7406 0.8911
6 C 3.8295 0.4186 -0.2319
7 C 4.4916 1.0643 0.9627
8 C 2.9902 1.2833 -1.1161
9 C 1.5788 -0.4042 2.5561
10 C 2.3826 -0.3468 3.6880
11 C 1.9252 0.2230 4.8747
12 C 2.7784 0.2548 6.1062
13 C 0.6581 0.8109 4.8622
14 C -0.1711 0.7245 3.7587
15 C 0.2505 0.0339 2.6210
16 N -0.6096 -0.2602 1.5061
17 C -2.0042 -0.4381 1.7991
18 C -2.5044 -0.6743 3.0841
19 C -3.8682 -0.6602 3.3088
20 C -4.7779 -0.4504 2.2728
21 C -6.2506 -0.3603 2.5324
22 C -4.2727 -0.4065 0.9717
23 C -2.9124 -0.4296 0.7285
24 P -2.1420 -0.6979 -0.8753
25 C -2.9751 0.3347 -2.1631
26 C -4.2314 -0.2747 -2.7881
27 C -3.2733 1.7386 -1.6078
28 C -2.5874 -2.4512 -1.2198
29 C -1.8958 -2.9243 -2.5008
30 C -2.2008 -3.3550 -0.0481
31 H 4.6592 -3.5757 1.0616
32 H 4.9352 -1.9120 0.5652
33 H 4.4859 -2.2769 2.2307
34 H 2.7107 -2.7263 -0.2323
35 H 2.1067 -3.2033 2.7351
36 H 0.9353 -3.3667 1.4222
37 H 2.3313 -4.4483 1.5098
38 H 4.3063 -0.4607 -0.6465
39 H 3.9778 1.9849 1.2328
40 H 4.5333 0.4169 1.8353
41 H 5.5305 1.3117 0.7159
42 H 2.0644 1.5588 -0.6234
43 H 3.5284 2.2179 -1.3162
44 H 2.7538 0.8064 -2.0642
45 H 3.3959 -0.7279 3.6446
46 H 3.8342 0.1458 5.8651
47 H 2.6403 1.1834 6.6581
48 H 2.5028 -0.5641 6.7742
49 H 0.3109 1.3422 5.7394
50 H -1.1271 1.2274 3.7655
51 H -1.8398 -0.9038 3.9020
52 H -4.2363 -0.8220 4.3139
53 H -6.4535 -0.0728 3.5618
54 H -6.7212 0.3630 1.8678
55 H -6.7288 -1.3266 2.3572
56 H -4.9687 -0.3641 0.1432
57 H -2.2148 0.4168 -2.9511
58 H -4.9941 -0.4950 -2.0412
59 H -4.6587 0.4445 -3.4885
60 H -4.0244 -1.1889 -3.3422
61 H -4.2569 1.7531 -1.1375
62 H -2.5613 2.0676 -0.8486
63 H -3.2844 2.4726 -2.4155
64 H -3.6733 -2.4775 -1.3452
65 H -0.8309 -3.0703 -2.3119
66 H -2.3131 -3.8816 -2.8142
67 H -2.0047 -2.2251 -3.3329
68 H -1.1408 -3.2421 0.1895
69 H -2.7804 -3.1421 0.8501
70 H -2.3746 -4.3969 -0.3202
71 C 1.7224 3.2498 2.1858
72 O 1.1027 2.8321 0.9747
73 C 0.6454 3.8269 0.1558
74 C 0.7438 5.1794 0.4386
75 C 0.2216 6.1119 -0.4523
76 Br 0.3446 7.9417 -0.0213
77 C -0.3690 5.7244 -1.6328
78 C -0.4446 4.3645 -1.9384
79 C 0.0326 3.4234 -1.0327
80 O -0.1191 2.0657 -1.2601
81 C -1.0354 3.9639 -3.2261
82 N -1.9026 4.6660 -3.8852
83 C -2.1384 3.9643 -5.0612
84 C -2.9647 4.2864 -6.1363
85 C -3.0007 3.4100 -7.2021
86 C -2.2387 2.2316 -7.2089
87 C -1.4093 1.9021 -6.1531
88 C -1.3724 2.7959 -5.0890
89 N -0.6853 2.7885 -3.8815
90 H 2.5837 3.8924 1.9891
91 H 2.0536 2.3427 2.6869
92 H 1.0147 3.7809 2.8260
93 H 1.2101 5.5288 1.3466
94 H -0.7721 6.4407 -2.3340
95 H -0.8058 1.9700 -1.9346
96 H -3.5406 5.2014 -6.1303
97 H -3.6228 3.6348 -8.0573
98 H -2.2997 1.5705 -8.0628
99 H -0.8155 0.9968 -6.1712
100 H 0.1410 2.2480 -3.6855
101 N 0.8975 -0.9449 -2.0561
102 C 1.2418 -1.4178 -3.0552
103 N 1.6040 -1.9620 -4.1772
104 C 1.6002 -1.1944 -5.4395
105 C 3.0260 -0.7626 -5.7421
106 O 3.8816 -1.8842 -5.7937
107 C 3.9263 -2.5926 -4.5732
108 C 2.5462 -3.1028 -4.1872
109 H 0.9238 -0.3455 -5.3546
110 H 1.2395 -1.8640 -6.2209
111 H 3.3747 -0.0555 -4.9751
112 H 3.0757 -0.2778 -6.7154
113 H 4.3207 -1.9460 -3.7756
114 H 4.6083 -3.4284 -4.7181
115 H 2.5515 -3.5803 -3.2085
116 H 2.1801 -3.8129 -4.9288

Record 3
Formula: C2H8N5
Source: the OMol25 dataset
Level of theory: the ωB97M-V functional and the def2-TZVPD basis

## Properties
highest occupied orbital energy (spin up / spin down) = -13.10 / -13.10 eV
gap between HOMO and LUMO (spin up / spin down) = 9.049 / 9.048 eV
total charge = +1
M = 102.1 g/mol
energy above the lowest of the compared OMol25 structures with the same formula, charge and spin = 630.0 kJ/mol
LUMO (spin up / spin down) = -0.1487 / -0.1487 Eh

Cartesian coordinates (Å):
1 C 1.8900 -1.2173 -0.0234
2 C -0.3692 -0.4602 -0.3935
3 N 2.1674 0.0194 0.3086
4 N 1.5296 1.0390 -0.0740
5 N 0.2388 0.8258 -0.2852
6 N -1.5884 -0.6439 0.4403
7 N -0.5658 1.9484 0.0268
8 H 2.0553 -1.9347 0.7989
9 H 1.6088 -1.5555 -1.0539
10 H -0.3777 -0.9552 -1.2314
11 H -1.5943 -0.3095 1.4997
12 H -2.3304 0.0061 0.1365
13 H -1.0854 2.1945 -0.9177
14 H 0.1523 2.6576 0.1108
15 H -1.7312 -1.6145 0.6575

Record 4
Formula: C35H64ClIN4O8
Source: the OMol25 dataset
Level of theory: the ωB97M-V functional and the def2-TZVPD basis

## Properties
highest occupied orbital energy = -8.51 eV
gap between HOMO and LUMO = 8.289 eV
M = 831.3 g/mol
LUMO = -0.0080 Eh

Cartesian coordinates (Å):
1 C 2.2555 5.1179 2.0085
2 C 3.1748 5.6789 0.8913
3 O 2.9802 4.8701 -0.2644
4 C 2.4981 5.5807 -1.3819
5 C 1.5213 4.7343 -2.2498
6 O 1.7928 3.3427 -2.1454
7 C 0.6351 2.6324 -2.6001
8 C 0.9877 1.3638 -3.4128
9 O 0.4649 0.1600 -2.8861
10 C -0.8785 -0.1314 -3.2779
11 C -1.9439 0.5956 -2.4198
12 C -2.9742 1.3263 -2.9955
13 C -3.2246 1.4606 -4.4972
14 I -1.7604 2.6233 -5.5848
15 C -3.3673 0.0792 -5.2490
16 C -3.9001 -1.0591 -4.3530
17 C -3.8893 2.0085 -2.0838
18 C -5.0348 2.8887 -2.6304
19 C -6.4311 2.1665 -2.7473
20 C -7.5191 3.0772 -2.1010
21 Cl -6.4651 0.4976 -2.1009
22 C -3.7516 1.9291 -0.7201
23 C -4.6896 2.6802 0.2338
24 C -3.9771 3.8283 0.9928
25 C -2.7107 1.1328 -0.1275
26 N -2.6640 1.0743 1.2413
27 C -1.6956 0.2819 1.6339
28 C -1.5612 0.0926 3.1471
29 O -0.5555 -0.8633 3.4752
30 C -0.7504 -1.4645 4.7242
31 O 0.4878 -1.4187 5.4135
32 C 0.7019 -2.5809 6.1861
33 C 2.1789 -2.6109 6.6304
34 O 2.4854 -1.5031 7.4708
35 C -0.7709 -0.4088 0.7908
36 N -0.8109 -0.3053 -0.5169
37 C -1.8270 0.4782 -0.9975
38 H 2.5817 5.5410 2.9702
39 H 2.3812 4.0243 1.9703
40 H 1.1965 5.3477 1.8223
41 H 2.9455 6.7467 0.7349
42 H 4.2377 5.6307 1.1906
43 H 1.9397 6.4993 -1.1159
44 H 3.3478 5.9218 -2.0079
45 H 1.6549 4.9973 -3.3182
46 H 0.5024 4.9910 -1.9014
47 H 0.0787 3.3079 -3.2760
48 H -0.0348 2.4168 -1.7476
49 H 2.0882 1.2661 -3.3635
50 H 0.7421 1.4858 -4.4789
51 H -1.0134 -1.2069 -3.0725
52 H -0.9811 0.0999 -4.3444
53 H -4.1801 1.9673 -4.6630
54 H -2.4208 -0.2046 -5.7296
55 H -4.0778 0.2318 -6.0813
56 H -4.6240 -0.7374 -3.5942
57 H -4.4304 -1.7627 -5.0211
58 H -3.0895 -1.6534 -3.9060
59 H -5.0978 3.7549 -1.9585
60 H -4.7653 3.3163 -3.6088
61 H -6.6741 2.1249 -3.8187
62 H -7.1901 4.1270 -2.0410
63 H -7.6827 2.7461 -1.0640
64 H -8.4491 3.0744 -2.6856
65 H -4.9592 1.9299 1.0008
66 H -5.6296 2.9739 -0.2376
67 H -3.2459 4.3729 0.3724
68 H -3.3912 3.3931 1.8190
69 H -4.6769 4.5328 1.4697
70 H -2.5258 -0.2896 3.5326
71 H -1.3378 1.0441 3.6612
72 H -1.5201 -0.9474 5.3266
73 H -1.0262 -2.5312 4.5909
74 H 0.0397 -2.6143 7.0751
75 H 0.5402 -3.5208 5.6192
76 H 2.4289 -3.5567 7.1431
77 H 2.8049 -2.5304 5.7297
78 H 1.8404 -1.4735 8.1882
79 H 0.0113 -1.0405 1.2153
80 C 1.5162 -4.8651 -6.4628
81 O 0.4023 -4.6659 -7.3153
82 C -0.8054 -5.2543 -6.8664
83 C -1.5626 -4.4330 -5.8107
84 C -0.9493 -4.5108 -4.4157
85 N -1.6792 -3.0241 -6.1986
86 H 1.4881 -5.8440 -5.9762
87 H 1.5767 -4.0731 -5.7132
88 H 2.4167 -4.8080 -7.0742
89 H -1.4393 -5.3271 -7.7549
90 H -0.6277 -6.2820 -6.5233
91 H -2.5725 -4.8503 -5.7431
92 H -0.0555 -3.8938 -4.3197
93 H -1.6623 -4.1546 -3.6701
94 H -0.6859 -5.5389 -4.1581
95 H -2.1810 -2.9655 -7.0812
96 H -0.7444 -2.6940 -6.4304
97 C 8.6791 -2.7867 5.8868
98 O 8.3830 -3.5991 7.0084
99 C 7.7819 -2.9176 8.0964
100 C 6.2676 -2.6942 7.9546
101 C 5.8992 -1.5737 6.9881
102 N 5.5742 -3.9225 7.5469
103 H 8.9772 -1.7767 6.1813
104 H 7.8279 -2.7441 5.2040
105 H 9.5077 -3.2499 5.3506
106 H 7.9480 -3.5598 8.9664
107 H 8.3088 -1.9756 8.2971
108 H 5.8921 -2.4052 8.9413
109 H 5.9974 -1.8745 5.9441
110 H 4.8611 -1.2766 7.1364
111 H 6.5237 -0.6920 7.1503
112 H 5.7368 -4.6408 8.2479
113 H 6.0496 -4.2789 6.7207